(1)
A 40-piece molecular cluster, H80O40 overall. Source: OMol25; level of theory: the ωB97M-V functional and the def2-TZVPD basis.

Summary:
**LUMO energy**: -0.677 eV
**Kohn-Sham gap**: 9.46 eV
**Relative energy (zero: lowest compared OMol25 entry of this formula, charge and spin)**: 11.688 eV

The geometry in XYZ format:
```
120
Properties=species:S:1:pos:R:3:mulliken_charge:R:1
H -5.07330 1.65663 0.40202 0.2504
H -5.07297 2.64980 -0.75496 0.2398
O -4.84229 1.78770 -0.52585 -0.5230
H -2.56580 -5.49396 -0.76933 0.3001
H -3.24713 -5.47479 -2.34155 0.2952
O -2.54124 -5.33176 -1.71887 -0.6225
H 1.84668 -1.03503 2.29255 0.1863
H 1.96761 0.46919 2.10746 0.1677
O 2.24767 -0.35372 1.66369 -0.2715
H 3.99530 0.76766 -0.65395 0.2572
H 3.48328 0.16342 0.63281 0.2643
O 4.02275 -0.01257 -0.15851 -0.5910
H 0.59043 -3.27492 -1.14987 0.1697
H 1.13710 -3.95691 0.02774 0.2504
O 1.18950 -3.01998 -0.42188 -0.4051
H -2.98465 -0.69875 2.10314 0.1336
O -3.25877 -1.44114 2.60410 -0.5585
H -2.67037 2.13307 -2.34473 0.0058
O -3.51070 1.58522 -2.53852 -0.7562
H -1.10103 4.54131 -0.93808 0.2533
H -2.06832 5.12355 -0.07300 0.3186
O -2.04382 4.25478 -0.62454 -0.5448
H -2.21015 -0.68376 3.96620 0.2912
H -2.16876 -1.14536 5.39560 0.2784
O -2.36073 -0.38850 4.84317 -0.4927
H -2.24215 3.31486 -2.97947 0.5255
H -1.49142 2.13585 -3.74061 0.3160
O -2.03449 2.88584 -3.86981 -0.5876
H -3.06286 -0.74018 -4.02728 0.3975
H -3.20362 0.80645 -4.07716 0.4447
O -3.13886 0.03491 -4.63450 -0.6381
H -1.30309 0.16699 -0.38395 -0.4994
O -1.49443 -0.36321 0.41264 0.8266
H 3.57843 3.90061 -3.35279 0.3381
H 3.95596 2.84967 -4.35563 0.3195
O 3.13931 3.19944 -3.86370 -0.6533
H -2.78613 -4.11573 1.58791 0.3047
H -3.69177 -3.69394 2.76824 0.2796
O -2.92391 -4.17960 2.57306 -0.7040
H -3.11849 -1.03309 -2.06705 0.3475
H -1.83269 -0.47908 -2.69100 0.2909
O -2.20986 -1.31971 -2.33523 -0.7682
H -0.13190 2.60534 -2.54549 0.3836
H 1.01504 3.36590 -2.24485 0.1701
O 0.10519 3.29475 -1.93695 -0.5034
H -4.39474 3.86624 1.68824 0.2333
H -4.19675 2.94188 2.97597 0.3817
O -4.68877 3.13677 2.19002 -0.6435
H -4.97455 -0.86838 3.99307 0.3434
H -5.67288 -1.00953 2.67972 0.2899
O -5.85670 -0.76791 3.55752 -0.6332
H -1.73151 -4.16095 3.78297 0.3505
O -0.86644 -3.79607 4.20662 -0.5430
H 3.60565 -1.02305 -2.37424 0.3730
H 3.18601 -2.40542 -1.98991 0.2270
O 3.74553 -1.91702 -2.58448 -0.7071
H -0.88103 4.10011 2.41947 0.2761
O -0.31626 4.90044 2.41484 -0.6874
H -1.17582 2.73829 0.08690 -0.0783
H -0.30340 3.53546 0.99655 0.5124
O -0.89080 2.72097 1.06439 -0.2332
H 5.17512 -0.40459 3.12098 0.2778
H 6.29981 0.07842 2.58110 0.3437
O 6.01877 -0.10692 3.52390 -0.6524
H 2.94901 2.01594 -2.85723 0.0672
H 2.93258 2.23364 -1.36733 0.2685
O 2.78735 1.52772 -2.02207 -0.3306
H 0.66466 -5.10502 1.31251 0.2282
H 2.07039 -5.92150 1.59451 0.2413
O 1.61198 -5.10046 1.40933 -0.5915
H -0.32701 0.86121 -4.16399 0.1558
H 1.26973 1.34664 -3.87353 0.0934
O 0.30150 1.39670 -3.72882 -0.7946
H 2.69166 -1.15618 -5.65742 0.2259
H 3.64317 -1.31606 -4.46562 0.3319
O 3.19200 -0.63951 -5.03008 -0.6248
H -2.95426 1.69975 3.57797 0.3198
H -3.43139 2.23318 5.02721 0.2744
O -3.29859 2.41959 4.12257 -0.6281
H 0.82045 -0.49013 3.40344 0.0215
H 0.11817 -1.68707 3.97648 0.1926
O -0.09320 -0.71428 3.72627 -0.5443
H -0.70113 1.27605 2.52041 -0.2833
H -0.99647 1.44526 3.90238 0.4059
O -0.19354 1.50847 3.30360 -0.3878
H 2.93843 4.81414 0.42307 0.3149
H 3.65158 6.03165 -0.21013 0.3007
O 3.60181 5.06317 -0.18259 -0.5999
H 0.62511 4.17095 5.02168 0.3502
O 1.04514 3.68139 4.24547 -0.7504
H 4.47683 0.71430 -5.04359 0.3793
H 5.27187 -0.33028 -4.27860 0.3052
O 5.16053 0.70816 -4.38461 -0.6748
H -0.85102 -4.31405 5.04272 0.2615
H -2.82501 -2.11160 2.00720 0.4191
H 0.27281 4.85161 3.14852 0.4066
H -4.19420 2.26557 -2.23474 0.3023
H -1.04750 -0.04727 1.17576 -0.1076
H 0.62689 2.81695 4.25616 0.3500
O 0.55107 0.34757 -1.16476 1.7708
H 1.03914 -0.15031 -0.52800 -0.1719
H 1.35134 0.92036 -1.49274 -0.3059
O 5.88361 -3.50275 0.56880 -0.6700
H 5.83897 -2.85505 -0.09232 0.2648
H 5.14553 -3.29154 1.18364 0.4462
O 0.00247 -1.81227 -3.01938 -0.5411
H 0.61875 -1.27772 -2.44174 0.1960
H -0.39952 -2.45627 -2.45568 0.0816
O 0.72649 -2.59876 2.11116 0.6889
H 0.62550 -2.46703 1.16728 -0.4318
H 0.96173 -3.46081 2.45482 0.1102
O 0.00287 -1.25067 -5.54356 -0.7006
H -0.77353 -0.80445 -5.31199 0.2975
H 0.36535 -1.70094 -4.77979 0.4227
O -2.11542 -3.05624 0.12662 -0.3335
H -1.46833 -2.57100 0.63156 0.1536
H -2.18942 -2.71178 -0.73546 0.1816
O 3.54489 -2.84860 1.39754 -0.6617
H 2.80150 -3.25924 1.86139 0.1659
H 3.08140 -2.48551 0.62477 0.2205
```

(2)
A 10-piece molecular cluster, C17H59N5O9 overall. Source: OMol25; level of theory: the ωB97M-V functional and the def2-TZVPD basis.

Summary:
**LUMO energy (alpha / beta)**: -3.581 / -7.292 eV
**Kohn-Sham gap (alpha / beta)**: 7.25 / 3.54 eV
**Multiplicity**: 2
**Net charge**: +1

The geometry in XYZ format:
```
90
Properties=species:S:1:pos:R:3:mulliken_spin:R:1
N 4.31201 -3.29387 1.64608 0.0007
H 3.80389 -4.15793 1.52236 -0.0001
H 3.81783 -2.45110 1.38992 0.0001
H 5.13137 -3.37202 1.06072 -0.0008
H 4.59142 -3.15617 2.60684 -0.0010
C 2.34445 -0.23979 -0.31379 -0.0073
O 3.43391 -0.89093 0.29754 0.8543
H 1.66080 -0.96258 -0.75909 0.0306
H 1.81677 0.47505 0.31761 0.0355
H 2.59599 0.44700 -1.12197 0.0718
O 3.83624 2.79794 0.66266 -0.0001
H 3.00253 2.36958 0.46864 0.0007
H 3.60041 3.70493 0.85755 0.0000
O 6.37923 -0.45567 0.32987 0.0103
H 6.58041 -1.37478 0.50594 -0.0003
H 5.43003 -0.39309 0.43635 -0.0087
O 3.52357 -0.27126 3.11143 0.0061
H 3.48653 -0.33192 2.15688 -0.0061
H 2.94444 0.45941 3.32813 0.0005
O 4.66698 -1.25641 -2.29618 0.0125
H 4.66040 -0.32828 -2.53019 -0.0002
H 4.21224 -1.29499 -1.45478 -0.0069
C 0.22288 -4.82767 1.70668 0.0006
C -0.17584 -5.28318 0.31606 -0.0001
C -0.28732 -4.07878 -0.61209 -0.0003
O -0.71127 -4.51922 -1.87625 0.0001
C -1.13203 -3.46118 -2.74080 -0.0001
N 0.74286 -6.27687 -0.19465 0.0000
H 1.25557 -4.48069 1.67128 -0.0002
H 0.15839 -5.57332 2.49911 0.0000
H -0.42094 -4.03064 2.07862 -0.0001
H -1.17172 -5.72069 0.38602 0.0001
H 0.70603 -3.67365 -0.80501 0.0004
H -0.90377 -3.34000 -0.09994 -0.0005
H -0.35879 -2.72002 -2.94297 0.0000
H -1.97593 -2.99176 -2.23525 0.0001
H -1.47597 -3.94457 -3.65521 0.0000
H 0.37454 -6.30111 -1.13478 0.0000
H 0.58084 -7.21051 0.15489 0.0000
C 1.80793 5.77812 -4.63212 0.0000
C 0.45030 5.16163 -4.17488 0.0000
C 0.22872 5.33581 -2.64022 0.0000
O 1.25554 4.61598 -1.95505 0.0002
C 1.24191 3.20143 -1.99079 0.0045
N -0.56283 5.92876 -4.90686 0.0000
H 1.92244 6.72977 -4.11315 0.0000
H 1.83729 5.97756 -5.70332 0.0000
H 2.61917 5.11974 -4.32144 0.0000
H 0.41995 4.11492 -4.47746 0.0000
H -0.73140 4.93579 -2.31426 0.0000
H 0.17568 6.37651 -2.32047 0.0000
H 2.03695 2.70304 -1.43615 0.0017
H 1.20473 2.64434 -2.92693 -0.0010
H 0.33580 2.77344 -1.56197 -0.0005
H -0.48935 5.84765 -5.91092 0.0000
H -1.51368 5.72163 -4.63653 0.0000
C -3.60517 1.60114 0.99861 0.0000
C -4.02046 1.58053 -0.45411 0.0000
C -3.32303 0.48360 -1.29216 0.0003
O -1.96503 0.85684 -1.30478 0.0008
C -1.21677 -0.02797 -2.13206 -0.0038
N -5.47117 1.52727 -0.47400 0.0000
H -3.64719 0.57463 1.36276 0.0000
H -4.12039 2.26937 1.68861 0.0000
H -2.53683 1.79391 1.09656 0.0000
H -3.66169 2.55426 -0.78761 0.0000
H -3.71845 0.52647 -2.30699 0.0000
H -3.42225 -0.53191 -0.90876 -0.0001
H -1.70123 -0.24800 -3.08336 0.0001
H -0.85264 -0.93352 -1.64679 0.0032
H -0.28068 0.41968 -2.46590 0.0008
H -5.69446 2.36093 0.05064 0.0000
H -5.94938 1.65883 -1.35384 0.0000
C -3.09403 0.06331 6.16955 0.0000
C -3.12208 -0.31711 4.65412 0.0000
C -1.80425 -0.09107 3.83450 -0.0001
O -1.72468 -0.55036 2.49352 0.0006
C -0.52542 -0.54283 1.82228 0.0006
N -3.58256 -1.71519 4.38356 0.0000
H -2.10126 -0.25987 6.48270 0.0000
H -3.86590 -0.47782 6.71681 0.0000
H -3.18024 1.12543 6.39882 0.0000
H -3.89920 0.31362 4.22241 0.0000
H -0.95402 -0.57872 4.31140 0.0000
H -1.55722 0.96841 3.76670 0.0001
H -0.73702 -0.25935 0.79128 0.0005
H -0.04283 -1.52007 1.80779 -0.0010
H 0.07055 0.27338 2.23058 0.0017
H -3.70332 -1.71160 3.38081 0.0000
H -4.48783 -1.74158 4.83064 0.0000
```

(3)
One molecule with the formula CH4N6O. Source: OMol25; level of theory: the ωB97M-V functional and the def2-TZVPD basis.

Summary:
**LUMO energy**: 0.271 eV
**Kohn-Sham gap**: 8.78 eV
**Structure (SMILES)**: Nn1[nH]nn/c1=N\O
**Relative energy (zero: lowest compared OMol25 entry of this formula, charge and spin)**: 2.217 eV

The geometry in XYZ format:
```
12
Properties=species:S:1:pos:R:3:nbo_charge:R:1
N -0.94994 0.30211 1.61082 -0.6538
N -0.66265 0.52739 0.18417 -0.1395
N -0.34355 1.83885 -0.16042 -0.2380
N 0.70950 1.77747 -0.96590 0.0400
N 1.01677 0.59851 -1.34780 -0.2352
C 0.25467 -0.26932 -0.51847 0.3817
N 0.21275 -1.53260 -0.45515 -0.2290
O 1.18336 -2.17113 -1.26011 -0.5588
H -0.16847 -0.24288 2.02285 0.3671
H -1.82072 -0.27729 1.67008 0.3807
H -0.23147 2.52029 0.62673 0.4085
H 0.79975 -3.07139 -1.40680 0.4763
```

(4)
A 2-piece molecular cluster, C3H3N3O overall. Source: OMol25; level of theory: the ωB97M-V functional and the def2-TZVPD basis.

Summary:
**LUMO energy**: 0.510 eV
**Kohn-Sham gap**: 10.19 eV
**Structure (SMILES)**: N=C=CC=O.N#N
**Relative energy (zero: lowest compared OMol25 entry of this formula, charge and spin)**: 0.783 eV

The geometry in XYZ format:
```
10
Properties=species:S:1:pos:R:3:nbo_charge:R:1
N -1.33950 1.38392 -0.85293 -0.5962
C -0.58353 1.00798 0.01694 0.5317
C 0.15534 0.60917 1.04508 -0.5787
C 0.25995 -0.81336 1.38262 0.4064
O -0.23559 -1.72112 0.74612 -0.5464
H -0.98852 1.43940 -1.80699 0.4071
H 0.68523 1.35433 1.62824 0.2565
H 0.85294 -1.01554 2.29735 0.1186
N 0.42071 -0.62879 -2.39744 -0.0445
N 0.77297 -1.61600 -2.05899 0.0454
```

(5)
One molecule with the formula C8H13N3O2S. Source: OMol25; level of theory: the ωB97M-V functional and the def2-TZVPD basis.

Summary:
**LUMO energy**: 0.063 eV
**Kohn-Sham gap**: 9.11 eV
**Relative energy (zero: lowest compared OMol25 entry of this formula, charge and spin)**: 7.014 eV

The geometry in XYZ format:
```
27
Properties=species:S:1:pos:R:3:nbo_charge:R:1
C -2.52606 -0.23720 -0.08693 0.0410
C -2.48618 0.97053 -0.68857 -0.2640
C -0.78633 -1.66947 -1.11676 0.7344
C -3.33665 2.16281 -0.39965 -0.6214
C 0.80037 0.27234 1.73114 -0.5971
C 2.73804 -1.42027 1.21427 -0.5895
C 2.22953 0.01472 1.08057 -0.2756
C 2.18285 0.21544 -0.40968 0.0897
N -1.72044 -1.34502 -0.39899 -0.5623
N 0.31338 -2.10460 -1.41306 -0.7306
N 1.39490 0.84685 -1.18241 -0.1386
O -0.93284 0.07228 -2.76893 -0.9028
O 0.11213 1.18224 -0.65670 -0.6067
S -1.13603 1.29058 -1.91658 1.4519
H -3.18700 -0.61627 0.67312 0.2175
H -3.28396 2.66329 -1.29736 0.2179
H -4.39901 1.76904 -0.07914 0.2226
H -2.97771 2.69096 0.35479 0.2173
H 0.88812 -0.17837 2.66966 0.2027
H 0.81767 1.32566 1.75538 0.2177
H 0.17712 -0.25111 1.01956 0.2293
H 1.83782 -2.17218 0.97966 0.2056
H 3.47946 -1.72573 0.54901 0.2078
H 3.18003 -1.63624 2.07701 0.1991
H 3.08179 0.53340 1.52310 0.2201
H 3.01721 0.07450 -1.01650 0.2005
H 0.52177 -2.72816 -2.19603 0.4134
```

(6)
One molecule with the formula C5H10N2Si2. Source: OMol25; level of theory: the ωB97M-V functional and the def2-TZVPD basis.

Summary:
**LUMO energy**: 0.471 eV
**Kohn-Sham gap**: 8.53 eV
**Structure (SMILES)**: [SiH3]/N=c1/ccccn1[SiH3]
**Relative energy (zero: lowest compared OMol25 entry of this formula, charge and spin)**: 0.000 eV

The geometry in XYZ format:
```
19
Properties=species:S:1:pos:R:3:nbo_charge:R:1
Si -0.80258 -0.23416 2.78794 1.0836
N -1.24024 -0.58607 1.18759 -0.9626
C -0.90436 -0.41170 0.00393 0.4761
C -1.72579 -1.16152 -0.97844 -0.2435
C -1.60076 -1.07804 -2.28819 -0.1919
C -0.57282 -0.33737 -2.83455 -0.3197
C 0.17890 0.43503 -2.02011 0.0378
N 0.19463 0.32640 -0.61727 -0.7576
Si 1.81320 0.91362 0.07273 1.0977
H -0.35348 1.21100 2.88209 -0.2099
H -1.86124 -0.59693 3.65618 -0.1950
H 0.38876 -1.05580 3.36288 -0.1980
H -2.47744 -1.77995 -0.42601 0.2295
H -2.35807 -1.73354 -2.81413 0.2263
H -0.62170 -0.04777 -3.91889 0.2250
H 0.96368 1.09381 -2.50594 0.2107
H 3.00013 0.12761 -0.22101 -0.1708
H 1.67924 2.00637 -0.76072 -0.1872
H 1.57619 0.98403 1.53438 -0.1505
```

no.,maximum force (hartree/bohr),electronic energy (Eh)
1,0.0986,-3057.327821
2,0.0610,-1633.532116
3,0.0534,-444.105476
4,0.0377,-355.611121
5,0.1137,-1025.341127
6,0.0736,-884.951483